11
Properties=species:S:1:pos:R:3:lowdin_charge:R:1 method="wB97M-V/def2-TZVPD" max_force_ev_per_a=2.0 charge=0 homo_energy_ev=-8.9 smiles="C=NSC.I" orbital_gap_ha=0.3492
C -1.603 -0.565 0.870 -0.22
N -0.826 -0.552 -0.100 -0.45
S -0.547 0.325 -1.467 0.81
C 1.234 -0.051 -1.687 -0.37
H -2.527 -0.005 1.014 0.07
H -1.191 -0.882 1.792 0.00
H 1.546 -0.943 -1.181 0.03
H 1.929 0.720 -1.397 0.02
H 1.298 -0.110 -2.780 0.02
I 0.678 1.039 3.180 0.47
H 0.008 1.024 1.757 -0.39

=====

10
Properties=species:S:1:pos:R:3:lowdin_charge:R:1 method="wB97M-V/def2-TZVPD" max_force_ev_per_a=0.5 charge=-1 homo_energy_ev=-3.2 orbital_gap_ha=0.2262
O 0.255 1.505 -0.413 -0.25
C -0.881 1.045 0.291 -0.14
C 1.132 0.433 -0.696 -0.14
H -1.530 1.915 0.486 0.09
H -0.604 0.588 1.256 0.09
H -1.451 0.306 -0.297 0.09
H 1.495 -0.050 0.227 0.09
H 0.648 -0.332 -1.326 0.09
H 1.998 0.842 -1.243 0.09
I -1.060 -6.252 1.716 -1.00

=====

13
Properties=species:S:1:pos:R:3:lowdin_charge:R:1 method="wB97M-V/def2-TZVPD" max_force_ev_per_a=4.2 charge=0 homo_energy_ev=-10.1 smiles="COP(=O)(I)OC" orbital_gap_ha=0.3774
C -0.064 -2.328 0.018 -0.13
O -0.396 -1.291 -0.836 -0.29
P -0.678 0.242 -0.593 0.11
O -0.564 1.058 -1.782 -0.31
I -2.857 0.380 0.425 0.57
O 0.428 0.791 0.573 -0.35
C 0.880 2.119 0.377 -0.14
H 0.815 -2.080 0.696 0.12
H 0.164 -3.225 -0.538 0.09
H -0.905 -2.759 0.470 0.06
H 2.027 1.884 0.227 0.13
H 0.855 2.685 1.362 0.10
H 0.294 2.526 -0.399 0.04

=====

10
Properties=species:S:1:pos:R:3:lowdin_charge:R:1 method="wB97M-V/def2-TZVPD" max_force_ev_per_a=1.1 charge=0 homo_energy_ev=-10.3 smiles="C=N.C=N" orbital_gap_ha=0.4166
C -0.883 1.371 -1.587 -0.15
N -1.752 0.530 -1.968 0.01
H 0.154 1.043 -1.550 0.05
H -1.071 2.442 -1.495 0.06
H -2.661 0.985 -1.959 0.03
C 0.867 -1.295 1.825 -0.15
N 2.036 -0.819 1.873 0.01
H 0.117 -0.828 2.461 0.05
H 0.556 -2.131 1.198 0.06
H 2.638 -1.299 1.203 0.03

=====

10
Properties=species:S:1:pos:R:3:lowdin_charge:R:1 method="wB97M-V/def2-TZVPD" max_force_ev_per_a=2.4 charge=0 homo_energy_ev=-8.7 smiles=C1CNN1 orbital_gap_ha=0.3634
C -0.151 0.872 0.359 -0.14
C 0.391 -0.013 -0.833 -0.22
N 0.066 -1.195 -0.045 -0.08
N -0.730 -0.410 0.976 -0.05
H 0.762 1.081 0.840 0.07
H -0.829 1.731 0.296 0.10
H 0.008 0.039 -1.843 0.09
H 1.464 0.172 -0.980 0.09
H -0.644 -1.635 -0.635 0.09
H -0.337 -0.642 1.866 0.06

=====

10
Properties=species:S:1:pos:R:3:lowdin_charge:R:1 method="wB97M-V/def2-TZVPD" max_force_ev_per_a=3.7 charge=0 homo_energy_ev=-8.1 smiles="[H]/N=C/NC" orbital_gap_ha=0.3307
H -2.091 -0.736 1.614 0.10
N -1.898 0.253 1.205 -0.02
C -0.755 0.168 0.678 -0.37
N -0.287 0.091 -0.668 -0.04
C 1.183 -0.040 -0.761 -0.12
H -0.058 -0.143 1.468 0.11
H -0.781 0.618 -1.396 0.13
H 1.582 -0.012 -1.743 0.06
H 1.433 -0.987 -0.254 0.08
H 1.671 0.789 -0.145 0.10

=====

10
Properties=species:S:1:pos:R:3:lowdin_spin:R:1 method="wB97M-V/def2-TZVPD" max_force_ev_per_a=5.8 s_squared=0.77 charge=+1 homo_energy_ev="-16.1 / -16.8" orbital_gap_ha="0.3210 / 0.3033" multiplicity=2
C 0.879 -0.708 0.868 0.12
N 0.988 0.289 -0.088 0.34
C -0.215 0.674 -0.695 0.14
N -1.432 -0.037 -0.127 0.33
H 1.815 -1.000 1.339 0.00
H 0.100 -0.833 1.595 0.01
H 0.437 -1.255 0.000 0.06
H -0.491 1.703 -0.983 0.00
H -0.839 -0.146 -1.287 0.00
H -2.378 0.311 -0.279 0.01

=====

11
Properties=species:S:1:pos:R:3:lowdin_charge:R:1 method="wB97M-V/def2-TZVPD" max_force_ev_per_a=3.8 charge=0 homo_energy_ev=-9.5 smiles="[H]/N=C/NOC" orbital_gap_ha=0.3855
H 0.742 -1.940 2.865 0.08
N 0.057 -1.327 2.314 0.08
C 0.379 -0.680 1.294 -0.31
N -0.478 0.131 0.545 -0.01
O -0.057 -0.077 -0.750 -0.25
C -0.158 1.048 -1.690 -0.07
H 1.411 -0.625 1.018 0.11
H -1.317 -0.310 0.469 0.09
H -0.042 0.458 -2.766 0.14
H 0.577 1.804 -1.399 0.07
H -1.113 1.519 -1.899 0.06

=====

11
Properties=species:S:1:pos:R:3:lowdin_charge:R:1 method="wB97M-V/def2-TZVPD" max_force_ev_per_a=6.8 charge=0 homo_energy_ev=-8.7 orbital_gap_ha=0.3284
C -0.013 1.069 0.993 -0.29
C 0.996 -0.635 -0.243 -0.28
H -1.040 1.332 0.193 0.13
H 0.548 2.235 0.926 0.12
H -0.601 0.547 2.187 0.15
H 1.876 -1.323 -0.407 0.13
H -0.249 -1.899 -1.584 0.24
H -1.556 -0.660 -0.581 0.05
N 0.966 0.134 0.812 -0.08
N 0.137 -0.783 -1.274 -0.05
O -1.065 -0.017 -1.022 -0.12

=====

11
Properties=species:S:1:pos:R:3:lowdin_charge:R:1 method="wB97M-V/def2-TZVPD" max_force_ev_per_a=3.0 charge=0 homo_energy_ev=-9.6 smiles="[H]/N=C/N(C)O" orbital_gap_ha=0.3847
H -1.830 1.905 -0.850 0.07
N -1.523 0.944 -0.565 0.10
C -0.282 0.845 -0.510 -0.31
N 0.430 -0.364 -0.275 -0.20
C -0.368 -1.271 0.609 -0.07
O 1.561 0.015 0.537 -0.10
H 0.468 1.626 -0.693 0.12
H -1.291 -1.422 0.024 0.08
H 0.129 -2.217 0.678 0.07
H -0.655 -0.812 1.569 0.09
H 2.242 -0.705 0.262 0.14

=====

11
Properties=species:S:1:pos:R:3:lowdin_charge:R:1 method="wB97M-V/def2-TZVPD" max_force_ev_per_a=3.0 charge=0 homo_energy_ev=-9.2 orbital_gap_ha=0.3422
C 0.373 -1.330 -0.167 -0.08
C -1.086 0.737 0.259 -0.05
N 0.133 -0.038 0.342 -0.29
N 1.343 0.562 0.230 -0.15
O 1.483 1.615 -0.379 -0.01
H -1.917 0.116 0.599 0.09
H 0.121 -2.155 0.495 0.06
H 0.129 -1.508 -1.213 0.07
H 1.704 -0.680 -0.279 0.19
H -0.990 1.628 0.882 0.09
H -1.293 1.052 -0.768 0.09

=====

11
Properties=species:S:1:pos:R:3:lowdin_charge:R:1 method="wB97M-V/def2-TZVPD" max_force_ev_per_a=5.3 charge=0 homo_energy_ev=-9.2 orbital_gap_ha=0.3717
N 1.661 0.684 0.735 -0.02
N 1.207 -0.533 0.306 -0.10
C 0.015 -0.796 -0.005 -0.27
C -1.086 0.176 -0.244 -0.26
O -1.784 -0.075 -1.545 -0.17
H 2.484 0.466 1.398 0.13
H 0.959 1.312 1.118 0.06
H 0.006 -1.926 -0.214 0.13
H -1.880 -0.118 0.710 0.17
H -0.641 1.352 -0.133 0.15
H -0.941 -0.542 -2.126 0.18

=====

How do the records compare in E? In the order shown, they have -22595.2764 -12321.0936 -25704.3799 -5149.6299 -5148.8907 -5149.0655 -5137.0640 -7195.4893 -7192.4475 -7196.6748 -7193.7481 -7195.5094 eV.
How do the records compare in molecular weight? In the order shown, they have 203.05 172.97 235.95 58.08 58.08 58.08 58.08 74.08 74.08 74.08 74.08 74.08 g mol⁻¹.